[1]
C12H32ClN2O4 | the ωB97M-V functional and the def2-TZVPD basis

Geometry as XYZ:
```
51
Properties=species:S:1:pos:R:3:forces:R:3
C 5.310260 17.391911 9.311382 -0.9 0.0 -1.9
O 5.792096 16.266034 9.960602 0.5 0.1 0.9
C 5.479386 15.116521 9.253299 0.6 -0.3 -1.2
C 5.848435 13.974532 10.133586 -0.5 -0.9 0.3
N 7.249152 14.111316 10.635385 -0.4 -1.3 -1.0
H 7.837110 13.855981 9.820502 0.0 -0.5 0.1
H 7.484025 15.067481 10.755608 -0.1 1.5 0.8
C 7.513194 13.228804 11.815086 1.0 -0.2 -0.6
C 8.853902 13.609073 12.442686 -0.2 1.7 0.1
O 9.966185 13.575334 11.576251 -1.0 -0.2 0.1
C 10.515271 12.288032 11.451241 0.4 -0.7 -1.7
H 5.735638 17.464514 8.280164 -0.4 -0.2 0.4
H 5.661856 18.273218 9.785866 -0.1 0.7 0.9
H 4.192624 17.290423 9.234058 0.9 0.6 0.1
H 6.024045 15.104680 8.275785 -0.2 -0.2 0.6
H 4.426982 15.055710 8.996562 -0.4 0.0 0.1
H 5.759134 13.014215 9.643185 0.4 0.0 -0.5
H 5.174126 13.854824 10.974787 0.0 0.6 0.4
H 7.629864 12.240102 11.355742 -0.5 -0.1 0.4
H 6.661692 13.312420 12.516050 0.6 -0.2 -0.4
H 9.051770 13.087160 13.359125 -0.1 -0.8 0.4
H 8.783473 14.652356 12.772375 0.0 0.1 -0.1
H 10.083080 11.536047 12.078840 -0.8 -0.3 0.5
H 11.539810 12.317918 11.743015 1.0 0.2 0.0
H 10.463063 11.907430 10.390478 0.0 0.5 0.9
C 6.433431 6.342679 7.179425 -0.8 -1.0 0.1
O 6.573096 7.727564 6.981739 -0.6 0.2 -0.6
C 7.652516 7.942447 6.158450 3.1 -0.1 -0.6
C 8.013104 9.410772 6.072642 -2.0 -0.2 0.3
N 8.114556 9.842938 7.478120 -0.6 1.2 0.7
H 7.921036 10.934357 7.534601 0.2 -0.8 0.1
H 7.321591 9.389779 7.967824 0.3 0.4 -0.1
C 9.368342 9.463321 8.200947 -1.7 -0.8 1.3
C 9.139227 8.322815 9.262353 0.2 0.9 0.2
O 8.146575 8.759541 10.224273 0.2 -1.4 -0.3
C 7.853960 7.671040 11.192365 0.2 1.4 -1.5
H 5.514227 6.199604 7.758648 0.3 -0.1 -0.1
H 7.302343 5.995323 7.743738 0.0 -0.3 0.0
H 6.344475 5.732559 6.236694 0.1 0.8 0.7
H 7.609156 7.541869 5.154305 -0.7 -0.3 -0.4
H 8.551050 7.433414 6.596237 -0.4 0.0 -0.2
H 7.142584 9.917767 5.607756 0.6 0.1 0.4
H 8.902179 9.667051 5.526391 0.4 -0.2 -0.2
H 9.725164 10.336738 8.724225 0.1 0.3 0.1
H 10.065955 9.175920 7.467271 1.1 -0.5 -0.7
H 10.106823 8.262907 9.780855 -0.1 -0.3 -0.1
H 8.905672 7.309774 8.836541 0.0 1.0 0.2
H 6.887231 7.880216 11.633775 -0.1 -0.1 -0.2
H 8.600884 7.639551 11.944293 0.8 0.3 0.9
H 7.926380 6.728953 10.677919 -0.5 -0.5 -0.3
Cl 7.457441 12.744911 7.630597 0.3 -0.1 0.3
```
Positions in Å, forces in eV/Å.

Properties
- total energy (Eh) = -1346.78767
- total charge = +1



[2]
H10O5 | the ωB97M-V functional and the def2-TZVPD basis

Geometry as XYZ:
```
15
Properties=species:S:1:pos:R:3:forces:R:3
O 2.582150 -0.288651 -2.774510 -0.1 0.0 0.0
H 3.437152 0.144459 -2.839581 0.0 0.0 0.0
H 2.144137 0.143625 -2.027665 0.2 -0.1 -0.1
O -0.603060 -1.840986 2.192143 0.0 0.0 0.0
H -1.545587 -2.034821 2.235728 0.0 0.0 0.0
H -0.422980 -1.343089 2.995506 0.0 0.0 0.0
O -0.673298 0.066276 -0.128880 -0.1 -0.1 0.0
H 0.107381 0.589521 -0.356173 -0.1 -0.1 0.1
H -0.377693 -0.553107 0.550398 0.0 -0.1 0.1
O -3.534953 0.092197 0.921830 -0.1 -0.2 0.2
H -2.767509 -0.312510 0.499789 0.1 0.4 -0.2
H -4.264315 -0.040529 0.310807 0.0 0.0 0.0
O 1.804203 1.445311 -0.582259 0.1 0.3 -0.1
H 2.417474 1.690481 0.117862 0.0 -0.1 0.1
H 1.696901 2.241823 -1.114990 0.0 0.0 0.0
```
Positions in Å, forces in eV/Å.

Properties
- SMILES string = O.O.O.O.O
- total energy (Eh) = -382.19125
- total charge = 0



[3]
C2H6ClMnO2 | the ωB97M-V functional and the def2-TZVPD basis

Geometry as XYZ:
```
12
Properties=species:S:1:pos:R:3:forces:R:3
Mn 8.308853 -20.795688 10.802431 0.3 1.6 0.1
Cl 8.846200 -18.384865 11.015655 -0.3 -1.6 -0.1
C 9.276989 -14.983202 9.288107 -0.1 -1.1 2.2
C 8.729331 -14.567858 10.640233 0.2 -0.4 0.1
O 9.349588 -13.447696 11.160811 0.3 1.8 0.2
O 8.859814 -14.110169 8.272354 0.4 0.0 -0.3
H 8.899692 -16.005780 9.279265 -0.1 -0.3 -1.2
H 10.364677 -15.034446 9.337215 0.1 0.0 0.0
H 8.904586 -15.282786 11.444134 -0.2 -0.7 -0.6
H 7.657818 -14.419780 10.505922 -0.3 0.0 0.1
H 9.083321 -12.715253 10.600268 0.2 0.4 0.0
H 9.699352 -13.919831 7.847429 -0.4 0.4 -0.5
```
Positions in Å, forces in eV/Å.

Properties
- 2S+1 = 7
- total energy (Eh) = -1841.40887
- total charge = 0



Energy relative to the best compared isomer or geometry (same formula, charge and spin) readings, ordered: 0.0; 86.4; 0.0 kJ/mol